Formula: C31H29Cl3N3O3S3Tc
Source: the Open Molecules 2025 dataset
Level of theory: ωB97M-V with the def2-TZVPD basis set

The geometry in XYZ format:
```
73
Properties=species:S:1:pos:R:3:forces:R:3
Tc 0.220 0.374 -0.547 -0.18 0.04 -0.15
O 0.262 0.527 1.446 0.50 0.09 0.42
S -0.800 0.531 2.581 -0.32 -0.17 -0.30
C -0.481 -1.020 3.466 -0.03 0.03 0.02
C -0.337 -2.183 2.494 0.05 0.04 0.03
C -1.663 -2.612 1.873 -0.04 0.00 -0.07
C -1.475 -3.574 0.708 -0.06 0.01 -0.03
S -0.760 -2.722 -0.751 0.17 0.20 0.11
O -1.071 -1.216 -0.465 -0.09 -0.19 -0.03
C -1.890 -3.126 -2.036 -0.06 -0.06 -0.05
C -3.155 -2.542 -2.077 0.03 -0.07 -0.01
C -4.014 -2.912 -3.096 -0.01 0.01 0.00
C -3.614 -3.855 -4.042 -0.01 0.01 -0.01
C -2.352 -4.426 -3.985 0.04 -0.01 0.00
C -1.470 -4.057 -2.976 -0.05 0.06 -0.06
C -0.221 1.724 3.732 -0.10 0.05 0.06
C 1.106 2.130 3.758 0.00 0.00 0.12
C 1.486 3.046 4.726 0.04 -0.01 -0.04
C 0.557 3.527 5.642 -0.02 0.00 0.00
C -0.766 3.110 5.594 -0.02 0.01 0.01
C -1.173 2.206 4.624 0.08 0.09 -0.01
H -1.362 -1.129 4.106 0.06 -0.01 0.07
H 0.391 -0.864 4.101 0.07 -0.01 -0.09
H 0.122 -3.017 3.028 -0.08 -0.01 0.05
H 0.376 -1.893 1.717 0.04 -0.03 0.00
H -2.224 -1.744 1.520 -0.02 -0.01 0.05
H -2.295 -3.102 2.616 0.05 -0.06 0.01
H -2.405 -4.034 0.382 -0.03 0.04 0.04
H -0.758 -4.362 0.943 -0.03 -0.03 -0.01
H -3.456 -1.828 -1.321 -0.01 0.00 0.00
H -5.009 -2.489 -3.147 0.00 0.00 0.01
H -4.299 -4.150 -4.826 0.00 0.00 0.00
H -2.051 -5.155 -4.723 0.00 0.00 0.01
H -0.476 -4.485 -2.930 0.00 0.00 0.01
H 1.818 1.743 3.041 -0.01 -0.02 -0.01
H 2.511 3.387 4.773 -0.01 -0.01 0.00
H 0.867 4.240 6.394 0.00 0.00 0.00
H -1.485 3.500 6.301 0.00 -0.01 0.00
H -2.209 1.895 4.564 0.01 -0.01 -0.01
Cl -5.083 1.115 -5.238 -0.09 0.01 -0.06
C -3.604 0.874 -4.480 0.09 0.02 0.15
C -3.478 1.260 -3.112 -0.02 -0.07 -0.19
C -2.292 1.052 -2.497 0.12 -0.01 0.15
Cl -2.081 1.521 -0.820 -0.10 0.07 -0.21
C -1.152 0.477 -3.168 -0.09 -0.06 -0.02
O -0.038 0.285 -2.603 0.02 0.12 -0.03
C -1.334 0.112 -4.564 -0.10 0.06 0.14
Cl -0.013 -0.571 -5.363 0.05 -0.05 -0.06
C -2.537 0.308 -5.189 -0.02 0.01 0.01
H -4.325 1.703 -2.607 0.02 0.00 0.03
H -2.671 0.030 -6.226 0.02 0.00 0.00
C 4.392 -1.954 1.345 0.01 0.18 -0.03
N 4.176 -0.525 1.082 0.03 -0.04 0.08
C 4.897 0.507 1.657 0.02 -0.07 -0.10
C 4.410 1.659 1.165 -0.09 -0.02 0.01
N 3.373 1.321 0.292 0.04 0.09 -0.03
C 3.246 -0.024 0.267 -0.01 -0.10 0.01
S 2.105 -0.971 -0.608 0.06 0.12 0.00
C 2.733 2.281 -0.543 0.02 -0.05 0.15
C 3.514 3.312 -1.032 -0.02 0.02 0.01
C 2.908 4.338 -1.736 0.04 0.02 -0.01
C 1.538 4.293 -1.924 -0.03 -0.02 0.02
C 0.846 3.203 -1.444 -0.03 -0.08 0.00
N 1.414 2.184 -0.766 0.11 -0.07 -0.14
H 5.329 -2.052 1.884 -0.01 -0.04 0.02
H 4.463 -2.490 0.402 -0.01 -0.03 0.01
H 3.573 -2.344 1.945 0.00 -0.04 -0.01
H 5.694 0.320 2.356 0.00 0.03 0.00
H 4.679 2.682 1.359 0.01 -0.02 0.02
H 4.582 3.299 -0.872 0.00 0.02 -0.02
H 3.501 5.154 -2.127 -0.01 0.00 0.00
H 1.007 5.077 -2.445 0.01 0.00 -0.01
H -0.220 3.125 -1.595 0.00 0.03 -0.04
```
Forces are in eV/Å.

## Properties
- highest occupied orbital energy (alpha / beta) (Eh) = -0.5984 / -0.6012
- relative energy (zero: lowest compared OMol25 entry of this formula, charge and spin) (kJ/mol) = 0.00
- orbital gap (alpha / beta) (eV) = 8.47 / 5.57
- 2S+1 = 4
- total charge = +3
- LUMO energy (alpha / beta) (eV) = -7.813 / -10.790
- max |F| (eV/Å) = 0.65

In elementary charge units, the Löwdin charges are:
1. Tc 1.13
2. O -0.70
3. S 1.08
4. C -0.27
5. C -0.24
6. C -0.23
7. C -0.26
8. S 1.06
9. O -0.73
10. C -0.42
11. C -0.08
12. C -0.05
13. C -0.03
14. C -0.03
15. C -0.06
16. C -0.42
17. C -0.07
18. C -0.04
19. C -0.03
20. C -0.03
21. C -0.07
22. H 0.12
23. H 0.11
24. H 0.14
25. H 0.07
26. H 0.10
27. H 0.14
28. H 0.11
29. H 0.11
30. H 0.12
31. H 0.12
32. H 0.12
33. H 0.13
34. H 0.12
35. H 0.10
36. H 0.12
37. H 0.13
38. H 0.13
39. H 0.12
40. Cl 0.89
41. C -0.62
42. C -0.07
43. C -0.49
44. Cl 0.84
45. C -0.40
46. O -0.19
47. C -0.56
48. Cl 0.87
49. C -0.08
50. H 0.13
51. H 0.13
52. C 0.02
53. N -0.09
54. C 0.02
55. C 0.00
56. N 0.02
57. C -0.61
58. S 0.75
59. C -0.22
60. C 0.04
61. C 0.02
62. C 0.00
63. C -0.10
64. N -0.01
65. H 0.11
66. H 0.10
67. H 0.10
68. H 0.15
69. H 0.14
70. H 0.13
71. H 0.14
72. H 0.13
73. H 0.07

---

Formula: C31H29ClI2N6O5Ru
Source: the Open Molecules 2025 dataset
Level of theory: ωB97M-V with the def2-TZVPD basis set

The geometry in XYZ format:
```
75
Properties=species:S:1:pos:R:3:forces:R:3
Ru -0.657 -0.270 -0.120 -0.30 -0.34 -0.56
C -0.219 2.274 2.212 -0.02 -0.01 -0.09
N -1.072 1.372 1.443 0.19 0.06 -0.31
C -2.300 1.750 1.351 -0.03 -0.05 0.07
C -3.220 0.981 0.603 0.03 -0.05 0.03
C -4.592 1.064 0.375 -0.02 0.01 -0.02
C -4.895 0.019 -0.502 -0.02 0.00 0.01
C -3.697 -0.650 -0.773 0.03 0.02 0.07
N -2.691 -0.080 -0.086 -0.09 -0.01 0.06
C -0.369 2.140 3.713 0.05 -0.08 0.00
C 0.482 2.881 4.532 0.04 -0.02 0.01
C 0.406 2.789 5.911 0.01 0.01 -0.01
C -0.530 1.951 6.505 -0.01 -0.01 0.00
C -1.387 1.216 5.701 0.01 0.00 0.02
C -1.309 1.312 4.316 0.04 -0.02 -0.04
H -0.436 3.309 1.930 -0.03 0.00 -0.04
H 0.814 2.105 1.928 0.09 -0.06 -0.01
H -2.638 2.661 1.846 -0.01 -0.01 0.02
H -5.261 1.806 0.782 0.00 0.00 0.00
H -5.858 -0.226 -0.921 0.00 0.00 0.00
H -3.517 -1.476 -1.441 0.00 -0.01 -0.02
H 1.223 3.527 4.073 0.00 0.00 0.00
H 1.081 3.371 6.527 0.00 0.00 0.00
H -0.591 1.875 7.583 0.00 0.00 0.00
H -2.126 0.564 6.152 0.00 0.00 -0.01
H -1.977 0.729 3.695 0.00 0.00 0.03
I 3.416 -0.658 -3.315 -0.08 0.00 -0.02
C 3.645 -0.238 -1.293 -0.10 0.01 0.11
C 4.931 0.033 -0.819 0.06 -0.02 -0.14
C 5.180 0.257 0.506 0.00 0.00 0.12
I 7.148 0.625 1.114 0.03 0.01 -0.02
C 4.123 0.187 1.442 -0.05 0.02 -0.09
C 4.275 0.308 2.839 0.02 -0.02 0.02
C 3.199 0.133 3.661 0.02 0.02 0.07
C 1.949 -0.133 3.084 -0.08 0.06 -0.08
N 1.758 -0.187 1.790 -0.13 -0.14 0.03
C 2.809 -0.058 0.957 -0.06 -0.04 -0.12
C 2.517 -0.260 -0.459 0.00 -0.07 -0.07
O 1.341 -0.505 -0.901 0.03 0.04 0.76
H 5.748 0.052 -1.528 -0.01 0.01 0.00
H 5.255 0.513 3.249 0.00 0.01 -0.01
H 3.294 0.202 4.737 0.01 -0.01 0.00
H 1.080 -0.294 3.711 -0.09 0.04 0.05
C -2.455 -3.128 4.178 0.01 -0.01 0.00
N -1.588 -2.799 3.066 -0.02 -0.02 -0.04
C -0.361 -3.358 2.781 0.04 0.04 0.03
C 0.116 -2.691 1.697 0.05 0.12 0.04
N -0.798 -1.740 1.323 0.26 0.16 0.00
C -1.805 -1.828 2.163 0.08 0.09 0.06
H -2.401 -4.196 4.375 -0.01 0.00 -0.01
H -3.480 -2.872 3.918 0.00 0.01 0.00
H -2.163 -2.581 5.075 0.01 0.00 0.00
H 0.044 -4.171 3.357 0.00 0.01 0.00
H 1.027 -2.836 1.146 0.06 0.04 -0.03
H -2.697 -1.222 2.132 0.00 0.00 -0.02
C -2.048 -3.666 -0.350 -0.02 -0.07 -0.01
C -1.533 -2.921 -1.546 -0.04 -0.12 0.00
C -1.632 -3.441 -2.813 0.01 0.02 0.06
C -1.179 -2.450 -3.712 -0.03 0.06 0.02
C -0.836 -1.351 -2.965 0.05 -0.09 -0.14
C -0.420 -0.049 -3.568 0.05 -0.10 -0.08
N -1.016 -1.630 -1.619 0.03 0.42 0.18
H -2.505 -4.584 -0.723 -0.01 0.00 -0.02
H -2.827 -3.119 0.187 0.01 0.01 -0.03
H -1.281 -3.962 0.367 -0.10 -0.03 -0.10
H -2.006 -4.429 -3.044 0.01 0.00 0.00
H -1.125 -2.503 -4.789 0.00 -0.01 0.00
H -0.208 -0.229 -4.624 0.01 -0.01 0.00
H 0.466 0.370 -3.109 0.08 -0.02 -0.01
H -1.208 0.701 -3.506 0.01 -0.03 -0.01
O 0.443 2.966 -2.732 -0.05 0.03 -0.05
Cl 0.146 2.663 -1.371 0.08 0.05 0.23
O -0.763 1.487 -1.357 -0.03 0.01 0.01
O -0.557 3.749 -0.745 0.01 -0.02 0.01
O 1.338 2.342 -0.640 -0.09 0.09 0.10
```
Forces are in eV/Å.

## Properties
- highest occupied orbital energy (alpha / beta) (Eh) = -0.1570 / -0.1564
- relative energy (zero: lowest compared OMol25 entry of this formula, charge and spin) (kJ/mol) = 61.81
- orbital gap (alpha / beta) (eV) = 6.24 / 6.22
- 2S+1 = 2
- total charge = -1
- LUMO energy (alpha / beta) (eV) = 1.965 / 1.964
- max |F| (eV/Å) = 0.76

In elementary charge units, the Löwdin charges are:
1. Ru 1.42
2. C -0.18
3. N -0.04
4. C -0.12
5. C -0.34
6. C -0.06
7. C -0.10
8. C -0.14
9. N -0.09
10. C -0.21
11. C -0.05
12. C -0.09
13. C -0.11
14. C -0.09
15. C -0.05
16. H 0.12
17. H 0.10
18. H 0.15
19. H 0.09
20. H 0.08
21. H 0.10
22. H 0.12
23. H 0.10
24. H 0.09
25. H 0.09
26. H 0.09
27. I 0.93
28. C -0.64
29. C -0.25
30. C -0.69
31. I 0.85
32. C -0.22
33. C -0.06
34. C -0.05
35. C -0.15
36. N 0.10
37. C -0.14
38. C -0.44
39. O -0.22
40. H 0.07
41. H 0.05
42. H 0.10
43. H 0.10
44. C -0.01
45. N -0.11
46. C -0.06
47. C -0.13
48. N -0.07
49. C -0.16
50. H 0.09
51. H 0.09
52. H 0.09
53. H 0.12
54. H 0.12
55. H 0.14
56. C -0.06
57. C -0.38
58. C -0.10
59. C -0.09
60. C -0.35
61. C -0.08
62. N -0.06
63. H 0.07
64. H 0.05
65. H 0.05
66. H 0.09
67. H 0.09
68. H 0.08
69. H 0.00
70. H 0.07
71. O -0.30
72. Cl 0.70
73. O -0.48
74. O -0.33
75. O -0.32

---

Formula: C31H29IrN7O6S2
Source: the Open Molecules 2025 dataset
Level of theory: ωB97M-V with the def2-TZVPD basis set

The geometry in XYZ format:
```
76
Properties=species:S:1:pos:R:3:forces:R:3
Ir -0.151 0.407 -1.002 -0.03 -0.05 -0.03
C 3.157 -1.891 -3.149 0.05 -0.06 0.05
O 3.456 -0.452 -3.208 -0.04 -0.02 0.04
C 2.549 0.099 -2.423 0.12 -0.14 -0.11
N 1.849 -0.665 -1.678 -0.10 0.07 0.37
C 2.441 -2.025 -1.804 -0.07 0.01 -0.19
C 1.459 -3.156 -1.640 -0.01 -0.02 0.04
C 0.602 -3.143 -0.544 0.05 -0.02 0.05
C -0.285 -4.182 -0.328 0.05 0.05 -0.04
C -0.319 -5.260 -1.205 0.00 -0.03 -0.03
C 0.547 -5.289 -2.286 0.00 0.00 0.02
C 1.439 -4.244 -2.499 -0.10 0.02 -0.08
C 2.402 1.564 -2.383 -0.01 0.18 0.00
C 3.161 2.474 -3.098 -0.02 -0.06 0.02
C 2.903 3.826 -2.908 0.00 0.06 0.00
C 1.908 4.231 -2.025 0.01 0.00 -0.01
C 1.194 3.246 -1.365 0.09 0.03 -0.08
N 1.451 1.956 -1.541 0.07 -0.10 -0.03
C 0.085 3.463 -0.422 -0.13 -0.09 0.13
N -0.591 2.479 0.039 -0.02 0.10 -0.12
C -1.590 3.021 0.985 0.10 -0.07 0.05
C -1.339 4.547 0.902 0.04 -0.04 -0.03
O -0.218 4.681 -0.027 0.03 0.08 0.00
C -1.403 2.433 2.364 -0.09 0.02 0.03
C -2.451 1.769 2.992 0.03 0.00 -0.02
C -2.293 1.264 4.278 0.05 0.04 0.05
C -1.083 1.423 4.941 -0.09 0.00 0.00
C -0.033 2.086 4.317 0.01 0.05 -0.04
C -0.193 2.586 3.034 0.01 0.00 0.05
H 4.094 -2.430 -3.225 0.02 0.02 -0.01
H 2.504 -2.108 -3.994 -0.03 -0.02 -0.03
H 3.189 -2.108 -1.007 0.01 0.05 0.04
H 0.638 -2.304 0.142 0.03 -0.11 -0.05
H -0.942 -4.171 0.535 0.01 -0.01 0.02
H -1.005 -6.079 -1.037 0.01 0.00 -0.01
H 0.537 -6.129 -2.967 0.00 0.00 0.01
H 2.107 -4.297 -3.349 0.01 0.02 0.00
H 3.925 2.130 -3.781 0.00 0.00 0.00
H 3.475 4.565 -3.452 -0.01 0.00 0.01
H 1.683 5.275 -1.858 0.00 0.00 0.00
H -2.586 2.769 0.620 -0.02 0.00 0.00
H -1.028 4.982 1.848 -0.01 0.01 0.02
H -2.175 5.104 0.489 0.00 0.01 -0.02
H -3.406 1.669 2.486 0.01 0.01 0.00
H -3.123 0.775 4.772 0.00 0.01 0.01
H -0.966 1.055 5.952 -0.01 0.00 0.00
H 0.903 2.230 4.840 0.00 0.00 0.00
H 0.628 3.117 2.559 -0.01 -0.01 0.01
C -2.227 -1.769 2.524 -0.02 -0.03 0.00
C -1.337 -1.000 1.607 0.12 0.03 0.09
N -1.668 -0.621 0.430 0.12 0.00 0.09
N -2.890 -1.016 -0.058 -0.14 -0.09 0.00
C -3.360 -0.465 -1.192 0.14 0.15 0.08
N -4.302 -1.080 -1.856 -0.23 -0.17 -0.13
S -2.791 1.069 -1.724 0.02 0.04 -0.02
C 0.052 -0.659 2.010 -0.25 -0.04 0.03
C 0.572 -1.024 3.238 0.07 -0.02 0.05
C 1.887 -0.692 3.538 -0.05 -0.06 0.01
C 2.631 0.002 2.605 0.06 0.01 0.00
C 2.040 0.322 1.392 -0.01 0.03 -0.05
N 0.789 -0.010 1.099 0.16 0.13 -0.07
H -3.278 -1.581 2.312 0.01 0.00 0.00
H -2.045 -1.478 3.555 -0.01 -0.02 0.00
H -2.031 -2.843 2.438 0.00 0.01 0.00
H -3.191 -1.953 0.180 0.02 -0.02 -0.01
H -4.584 -2.027 -1.651 -0.01 -0.02 0.00
H -4.609 -0.680 -2.731 -0.01 0.00 -0.03
H -0.027 -1.563 3.956 0.01 0.00 0.00
H 2.316 -0.975 4.490 0.00 0.00 0.00
H 3.656 0.285 2.797 -0.01 0.00 0.00
H 2.589 0.849 0.622 -0.01 -0.01 0.00
O -0.650 -1.300 -4.674 0.03 -0.06 0.01
S -1.034 -0.513 -3.557 -0.04 0.04 -0.05
O -2.449 0.014 -3.733 -0.09 -0.01 0.03
O -1.005 -1.254 -2.231 -0.01 -0.04 -0.06
O -0.158 0.670 -3.276 0.08 0.14 0.00
```
Forces are in eV/Å.

## Properties
- highest occupied orbital energy (alpha / beta) (Eh) = -0.5082 / -0.5081
- relative energy (zero: lowest compared OMol25 entry of this formula, charge and spin) (kJ/mol) = 12.61
- orbital gap (alpha / beta) (eV) = 7.53 / 6.46
- 2S+1 = 6
- total charge = +2
- LUMO energy (alpha / beta) (eV) = -6.296 / -7.368
- max |F| (eV/Å) = 0.39

In elementary charge units, the Löwdin charges are:
1. Ir 1.49
2. C -0.03
3. O 0.08
4. C -0.34
5. N 0.08
6. C -0.20
7. C -0.18
8. C -0.06
9. C -0.08
10. C -0.07
11. C -0.05
12. C -0.01
13. C -0.16
14. C 0.07
15. C 0.03
16. C 0.07
17. C -0.15
18. N 0.04
19. C -0.32
20. N 0.04
21. C -0.23
22. C -0.01
23. O 0.07
24. C -0.20
25. C -0.04
26. C -0.07
27. C -0.07
28. C -0.07
29. C -0.04
30. H 0.15
31. H 0.14
32. H 0.17
33. H 0.08
34. H 0.09
35. H 0.11
36. H 0.12
37. H 0.12
38. H 0.14
39. H 0.13
40. H 0.14
41. H 0.12
42. H 0.14
43. H 0.14
44. H 0.12
45. H 0.12
46. H 0.12
47. H 0.12
48. H 0.13
49. C 0.02
50. C -0.24
51. N -0.01
52. N 0.03
53. C -0.69
54. N 0.20
55. S 0.96
56. C -0.24
57. C 0.02
58. C -0.01
59. C -0.01
60. C -0.10
61. N 0.00
62. H 0.10
63. H 0.08
64. H 0.11
65. H 0.17
66. H 0.15
67. H 0.13
68. H 0.12
69. H 0.13
70. H 0.13
71. H 0.11
72. O -0.21
73. S 0.33
74. O -0.39
75. O -0.45
76. O -0.42